(1)
The molecule C2H2FNO2. Source: the Open Molecules 2025 dataset; level of theory: ωB97M-V/def2-TZVPD.

Positions of all 8 atoms, in Å:
C  0.1560  0.6146  0.0752
C  -1.2962  -0.3946  -0.0610
N  1.3692  -0.0115  -0.0470
O  1.2749  -1.2629  0.0014
O  2.3918  0.6606  -0.0432
F  -2.4549  0.1840  -0.0246
H  -0.2339  1.6136  0.3538
H  -1.2069  -1.4038  -0.2546

Results
SMILES string: O=[N+]([O-])/C=C/F
net charge: 0
2S+1: 1
HOMO level (spin up / spin down): -0.3669 / -0.3554 Eh
frontier orbital gap (spin up / spin down): 8.77 / 7.79 eV
E_LUMO (spin up / spin down): -0.045 / -0.069 hartree

Charge distribution, natural (NBO) scheme, values in e: -0.175 0.396 0.431 -0.424 -0.361 -0.281 0.240 0.174


(2)
The molecule C2H2FNO2. Source: the Open Molecules 2025 dataset; level of theory: ωB97M-V/def2-TZVPD.

Positions of all 8 atoms, in Å:
C  -0.0920  0.1205  0.1317
C  0.0183  0.9073  1.1859
N  1.2829  1.1666  1.8722
O  2.2583  0.6115  1.4223
O  1.2512  1.9027  2.8239
F  -0.9901  1.5569  1.7525
H  -1.0397  -0.0459  -0.3478
H  0.7850  -0.3653  -0.2580

Results
SMILES string: C=C(F)[N+](=O)[O-]
net charge: 0
2S+1: 1
HOMO level: -0.4137 Eh
frontier orbital gap: 10.49 eV
E_LUMO: -0.028 hartree

Charge distribution, natural (NBO) scheme, values in e: -0.413 0.433 0.485 -0.367 -0.333 -0.285 0.232 0.248


Stability, highest: (2)


(1)
A 8-piece molecular cluster, C26H35N7O8 overall. Source: the Open Molecules 2025 dataset; level of theory: ωB97M-V/def2-TZVPD.

Positions of all 76 atoms, in Å:
C  -10.8065  7.9865  4.8669
O  -11.8290  8.2179  5.4348
N  -10.0635  8.8543  4.3107
N  -10.2014  6.8618  4.7943
H  -9.0822  8.6579  4.1745
H  -10.3884  9.8095  4.3577
H  -10.6084  5.9760  5.0583
H  -9.2045  6.9791  4.6820
C  8.7441  5.0210  1.7719
O  8.1678  3.9623  1.6351
N  8.9217  5.6085  2.8362
N  9.2666  5.7364  0.7695
H  8.8597  5.0637  3.6844
H  9.4728  6.4490  2.9359
H  9.7238  6.6164  0.9614
H  9.0722  5.5470  -0.2033
C  -0.7023  -0.1657  2.8745
C  -1.9435  0.4274  3.0632
C  -1.9955  1.8529  2.8003
C  -0.8762  2.6197  2.5554
C  0.3499  1.9747  2.4526
C  0.4470  0.6414  2.6527
O  1.6920  0.1387  2.5731
O  -3.1858  2.5566  2.7031
H  -0.5157  -1.2286  2.9161
H  -2.8194  -0.1825  3.2280
H  -0.9214  3.6587  2.2639
H  1.1851  2.6403  2.2919
H  2.3325  0.8362  2.4153
H  -3.9287  2.0334  2.3934
C  12.2371  -2.8191  -2.5540
C  11.2225  -1.9344  -2.2985
C  9.9114  -2.2807  -2.5151
C  9.5550  -3.5230  -3.0264
C  10.6205  -4.4926  -3.2919
C  11.9123  -4.1237  -2.9346
O  12.9892  -4.9879  -3.0046
O  8.8500  -1.4162  -2.3809
H  13.2657  -2.6000  -2.3084
H  11.5275  -0.9613  -1.9428
H  8.4821  -3.6464  -3.0220
H  10.3864  -5.5252  -3.5049
H  12.9223  -5.7124  -3.6308
H  8.9376  -0.7337  -1.7115
C  -0.1950  -8.0642  -0.6560
C  -1.3439  -7.6637  0.0000
C  -2.3353  -6.9277  -0.6467
C  -2.1564  -6.4770  -1.9623
C  -0.9420  -6.8111  -2.5991
C  -0.0390  -7.6536  -1.9527
O  1.0972  -8.0420  -2.5382
O  -3.5152  -6.6383  -0.0309
H  0.4502  -8.7144  -0.0840
H  -1.5430  -8.0385  0.9931
H  -3.0402  -6.0416  -2.4048
H  -0.8609  -6.4668  -3.6195
H  0.8808  -8.0605  -3.4733
H  -3.7533  -7.2295  0.6870
C  -6.5899  0.5869  -3.1099
C  -7.3872  1.8411  -3.2059
N  -7.9719  2.8579  -3.2494
H  -5.5370  0.8065  -2.9332
H  -6.6365  0.1240  -4.0956
H  -6.9644  0.0017  -2.2700
C  -13.7693  3.2629  1.4774
C  -12.5111  2.5376  1.6871
N  -11.5150  1.9698  1.7583
H  -14.6555  2.8003  1.0429
H  -13.7105  4.1826  0.8952
H  -14.1543  3.5058  2.4678
C  1.0260  -0.3806  -3.4099
C  1.3081  -0.2974  -4.8486
N  1.4447  -0.2705  -5.9624
H  1.4346  0.5388  -2.9905
H  1.5479  -1.1705  -2.8698
H  -0.0449  -0.4618  -3.2238

Results
SMILES string: Oc1ccc(O)cc1.Oc1ccc(O)cc1.Oc1ccc(O)cc1.NC(N)=O.NC(N)=O.CC#N.CC#N.CC#N
net charge: 0
2S+1: 1
HOMO level: -0.2963 Eh
frontier orbital gap: 8.27 eV
E_LUMO: 0.008 hartree

Charge distribution, Löwdin scheme, values in e: -0.862 0.066 0.156 0.161 0.114 0.129 0.128 0.109 -0.829 0.038 0.171 0.149 0.138 0.124 0.097 0.112 -0.008 0.003 -0.298 -0.021 -0.047 -0.348 0.050 0.013 0.113 0.107 0.120 0.118 0.102 0.097 -0.020 -0.034 -0.346 0.016 0.011 -0.329 0.021 0.027 0.119 0.116 0.112 0.103 0.100 0.104 -0.014 -0.025 -0.337 -0.002 -0.007 -0.374 0.058 0.033 0.123 0.112 0.114 0.111 0.105 0.103 -0.074 -0.268 0.110 0.076 0.077 0.079 -0.084 -0.272 0.121 0.079 0.081 0.076 -0.071 -0.296 0.128 0.077 0.081 0.081


(2)
A 8-piece molecular cluster, C26H35N7O8 overall. Source: the Open Molecules 2025 dataset; level of theory: ωB97M-V/def2-TZVPD.

Positions of all 76 atoms, in Å:
C  4.0750  -0.7163  -3.7514
O  4.1367  -0.3266  -4.9201
N  2.8601  -0.8737  -3.1457
N  5.1359  -1.0509  -2.9655
H  2.7967  -1.2247  -2.2110
H  2.0379  -0.5870  -3.6625
H  4.9738  -1.3086  -2.0138
H  6.0726  -1.0772  -3.3213
C  0.2509  0.8927  0.1961
O  -0.9772  0.7982  0.2980
N  0.8734  2.1078  0.4001
N  1.0876  -0.0915  -0.1985
H  1.7839  2.2213  -0.0055
H  0.2682  2.8750  0.6311
H  2.0730  0.0818  -0.1042
H  0.7360  -0.9735  -0.5491
C  -5.5430  1.9450  1.5256
C  -6.5702  1.0405  1.7194
C  -6.4480  -0.2902  1.3249
C  -5.2539  -0.7188  0.7357
C  -4.2047  0.1836  0.5697
C  -4.3429  1.4743  1.0390
O  -3.2756  2.3319  0.9911
O  -7.4389  -1.2080  1.5395
H  -5.6346  2.9814  1.8207
H  -7.5006  1.4227  2.1256
H  -5.1337  -1.7630  0.4789
H  -3.2993  -0.0566  0.0283
H  -2.4399  1.9160  0.7316
H  -7.9347  -1.0377  2.3431
C  -4.2892  -3.6493  3.1659
C  -4.2128  -2.3446  3.6324
C  -3.1083  -1.5858  3.2095
C  -2.1447  -2.0519  2.3470
C  -2.2648  -3.3419  1.8485
C  -3.3546  -4.1168  2.2580
O  -3.5738  -5.3634  1.7153
O  -3.0726  -0.2558  3.5614
H  -5.0850  -4.3147  3.4743
H  -4.8982  -1.9105  4.3462
H  -1.3262  -1.4200  2.0288
H  -1.6023  -3.7762  1.1105
H  -3.2571  -5.3807  0.8085
H  -3.7305  -0.0428  4.2263
C  5.1819  0.3042  1.1138
C  6.4291  0.1590  1.7184
C  7.5908  0.5483  1.0554
C  7.4627  1.0299  -0.2524
C  6.2197  1.1550  -0.8468
C  5.0566  0.7351  -0.1919
O  3.8300  0.8287  -0.8230
O  8.7803  0.3337  1.6582
H  4.2912  0.0873  1.6916
H  6.4943  -0.0650  2.7745
H  8.3203  1.4304  -0.7804
H  6.1694  1.5738  -1.8471
H  4.0599  1.1970  -1.6879
H  9.5358  0.6654  1.1663
C  -0.5390  1.7044  -3.0274
C  -0.0555  0.6484  -3.9229
N  0.3614  -0.1619  -4.6217
H  0.1972  2.5002  -2.9690
H  -0.8065  1.2490  -2.0740
H  -1.4644  2.0938  -3.4544
C  -1.6708  5.3362  0.8540
C  -0.4352  5.1314  1.6051
N  0.5304  4.9781  2.2074
H  -2.5986  4.8691  1.1697
H  -1.5324  5.0597  -0.1950
H  -1.8375  6.4101  0.7354
C  0.4589  -3.2834  -3.9094
C  0.6087  -3.0199  -2.4601
N  0.8032  -2.7583  -1.3628
H  -0.4892  -2.9231  -4.2934
H  0.4742  -4.3701  -4.0081
H  1.3285  -2.8600  -4.4042

Results
SMILES string: Oc1ccc(O)cc1.Oc1ccc(O)cc1.Oc1ccc(O)cc1.NC(N)=O.NC(N)=O.CC#N.CC#N.CC#N
net charge: 0
2S+1: 1
HOMO level: -0.2780 Eh
frontier orbital gap: 7.83 eV
E_LUMO: 0.010 hartree

Charge distribution, Löwdin scheme, values in e: -0.674 0.008 0.154 0.165 0.063 0.027 0.088 0.111 -0.645 -0.013 0.181 0.185 0.083 0.061 0.061 0.031 -0.024 -0.031 -0.333 -0.003 -0.019 -0.335 0.014 0.029 0.115 0.111 0.118 0.107 0.049 0.099 -0.018 -0.013 -0.329 -0.017 -0.008 -0.332 0.023 0.038 0.119 0.115 0.112 0.110 0.096 0.099 -0.011 -0.002 -0.329 -0.019 -0.040 -0.328 -0.012 0.060 0.121 0.121 0.115 0.119 0.100 0.109 -0.035 -0.223 0.155 0.089 0.059 0.090 -0.071 -0.281 0.136 0.071 0.080 0.082 -0.061 -0.239 0.138 0.076 0.082 0.069


Stability, highest: (2)


(1)
The molecule C19H30N2O3. Source: the Open Molecules 2025 dataset; level of theory: ωB97M-V/def2-TZVPD.

Positions of all 54 atoms, in Å:
C  0.1441  2.7497  -1.3994
H  -0.4960  3.4880  -0.9021
O  1.4880  3.1714  -1.4055
C  2.0421  3.2742  -0.1161
H  1.3809  3.8474  0.5492
C  2.3273  1.9407  0.5877
O  1.9308  1.7599  1.7290
N  3.0597  1.0322  -0.0825
C  3.5188  1.1997  -1.4414
H  3.7462  2.2419  -1.6506
H  2.7671  0.8675  -2.1611
H  4.4232  0.6066  -1.5784
C  3.3657  -0.2378  0.5480
H  4.4385  -0.4288  0.4338
C  2.5682  -1.4085  -0.0378
C  3.1193  -2.7491  0.4442
C  2.2614  -3.8711  -0.1313
C  0.7948  -3.6635  0.2370
N  0.3343  -2.3814  -0.2632
C  1.0963  -1.3116  0.3556
H  0.6863  -0.3549  0.0328
H  1.0126  -1.3473  1.4575
C  -1.0942  -2.1837  -0.0805
H  -1.3135  -1.8126  0.9335
C  -1.6606  -1.1990  -1.1188
C  -2.9105  -0.5429  -0.6108
C  -4.1636  -0.9181  -1.0582
C  -5.3135  -0.3273  -0.5577
C  -5.2076  0.6527  0.4088
C  -3.9633  1.0465  0.8750
C  -2.8116  0.4563  0.3727
O  -1.5453  0.7809  0.7646
C  -1.3673  1.6950  1.8219
H  -1.8650  1.3512  2.7338
H  -1.7410  2.6903  1.5594
H  -0.2915  1.7421  1.9942
H  -3.9037  1.8146  1.6302
H  -6.0944  1.1209  0.8098
H  -6.2829  -0.6338  -0.9204
H  -4.2401  -1.6876  -1.8129
H  -1.8608  -1.7286  -2.0502
H  -0.9127  -0.4326  -1.3207
H  -1.6004  -3.1452  -0.1951
H  0.1896  -4.4509  -0.2200
H  0.6799  -3.7360  1.3351
H  2.5976  -4.8390  0.2444
H  2.3514  -3.8734  -1.2188
H  4.1589  -2.8710  0.1320
H  3.0880  -2.7831  1.5358
H  2.6337  -1.3832  -1.1299
H  3.1370  -0.1314  1.6108
H  2.9824  3.8245  -0.2270
H  0.0221  1.7877  -0.8925
H  -0.1553  2.6557  -2.4414

Results
SMILES string: COCC(=O)N(C)C[C@H]1CCCN(CCc2ccccc2OC)C1
net charge: 0
2S+1: 1
HOMO level: -0.3061 Eh
frontier orbital gap: 9.15 eV
E_LUMO: 0.030 hartree

Charge distribution, natural (NBO) scheme, values in e: -0.258 0.168 -0.537 -0.158 0.196 0.654 -0.652 -0.431 -0.402 0.217 0.202 0.200 -0.209 0.192 -0.225 -0.398 -0.399 -0.211 -0.449 -0.232 0.215 0.169 -0.202 0.174 -0.412 -0.092 -0.185 -0.241 -0.201 -0.311 0.374 -0.534 -0.271 0.177 0.169 0.239 0.217 0.212 0.212 0.208 0.212 0.215 0.197 0.200 0.157 0.208 0.203 0.206 0.198 0.201 0.239 0.204 0.181 0.197


(2)
The molecule C19H30N2O3. Source: the Open Molecules 2025 dataset; level of theory: ωB97M-V/def2-TZVPD.

Positions of all 54 atoms, in Å:
C  -4.7330  -3.1776  -0.0736
H  -4.7271  -3.3953  0.9907
H  -4.6916  -4.1217  -0.6121
C  -3.5505  -2.2990  -0.4641
H  -2.6200  -2.7833  -0.1572
H  -3.5275  -2.2063  -1.5525
C  -3.6154  -0.8944  0.1484
C  -3.5828  -0.9365  1.6767
H  -4.5242  -1.3222  2.0568
H  -3.4514  0.0669  2.0710
H  -2.7861  -1.5827  2.0434
C  -2.4921  -0.0240  -0.4343
N  -1.1874  -0.4248  0.0644
C  -0.0501  -0.2526  -0.6333
O  -0.0399  0.2530  -1.7461
C  1.2116  -0.7531  0.0442
C  1.7175  -1.9898  -0.7070
C  3.0375  -2.4772  -0.1195
C  4.1001  -1.3790  -0.1689
C  5.4215  -1.8725  0.4131
H  5.7831  -2.7380  -0.1375
H  6.1774  -1.0922  0.3613
H  5.2955  -2.1583  1.4556
C  3.5945  -0.1497  0.5866
C  2.2752  0.3473  0.0075
H  2.4142  0.6573  -1.0299
H  1.9250  1.2164  0.5697
H  4.3370  0.6490  0.5339
H  3.4568  -0.4072  1.6401
H  4.2605  -1.0997  -1.2160
H  3.3822  -3.3510  -0.6763
H  2.8843  -2.7828  0.9188
H  1.8540  -1.7239  -1.7570
H  0.9686  -2.7842  -0.6558
H  0.9993  -1.0226  1.0843
H  -1.1524  -0.7338  1.0222
H  -2.4620  -0.1505  -1.5241
C  -2.6789  1.4834  -0.1548
O  -3.4378  1.9365  0.6756
N  -1.8913  2.2321  -0.9489
H  -1.2271  1.7577  -1.5558
C  -1.6795  3.6483  -0.7148
C  -0.2740  3.8933  -0.2754
C  0.8206  4.3430  -0.9543
C  1.9015  4.2978  -0.0405
C  1.3848  3.8155  1.1208
O  0.0717  3.5659  0.9888
H  1.8278  3.6201  2.0775
H  2.9168  4.5809  -0.2271
H  0.8519  4.6700  -1.9730
H  -1.8779  4.2091  -1.6322
H  -2.3866  3.9462  0.0649
H  -4.5544  -0.4201  -0.1544
H  -5.6699  -2.6834  -0.3202

Results
SMILES string: CC[C@@H](C)[C@H](NC(=O)[C@H]1CC[C@H](C)CC1)C(=O)NCc1ccco1
net charge: 0
2S+1: 1
HOMO level: -0.3144 Eh
frontier orbital gap: 9.29 eV
E_LUMO: 0.027 hartree

Charge distribution, natural (NBO) scheme, values in e: -0.604 0.203 0.211 -0.389 0.195 0.201 -0.216 -0.632 0.221 0.247 0.183 -0.129 -0.611 0.716 -0.672 -0.305 -0.387 -0.393 -0.215 -0.597 0.207 0.207 0.200 -0.396 -0.385 0.219 0.213 0.209 0.190 0.194 0.210 0.192 0.215 0.207 0.195 0.407 0.231 0.681 -0.636 -0.623 0.435 -0.274 0.265 -0.302 -0.314 0.081 -0.400 0.204 0.228 0.227 0.213 0.251 0.220 0.203


Stability, highest: (2)